[1]
The following is a quantum chemistry calculation of one molecule with the formula C4H5NO at a distorted geometry, from the OMol25 dataset.

Results
* multiplicity: 3
* E: -285.220015 Eh
* relative energy (zero: lowest compared OMol25 entry of this formula, charge and spin): 15.2 kcal per mole
* LUMO level (spin up / spin down): 0.311 / -0.662 eV
* frontier orbital gap (spin up / spin down): 0.2819 / 0.3545 hartree

Each line ends with the Mulliken charge.
Geometry (Å):
C: -1.0921 1.0180 -0.0991  -0.057
C: -1.6421 -0.0388 -0.7682  0.479
C: 0.9400 -1.0266 -0.2123  -1.035
C: 1.1005 0.2244 0.4512  -0.125
N: 0.0678 1.2516 0.5049  -0.506
O: -2.2122 -1.0359 -1.0671  -0.389
H: -1.7586 1.9904 -0.0393  0.282
H: 1.6349 -1.8029 -0.3885  0.341
H: -0.0568 -1.3005 -0.3177  0.301
H: 0.9938 0.0232 1.5388  0.280
H: 2.0248 0.6970 0.3974  0.429



[2]
The following is a quantum chemistry calculation of a 2-piece molecular cluster, C3H10N2O overall at a distorted geometry, from the OMol25 dataset.

Results
* multiplicity: 2
* E: -304.651419 Eh
* relative energy (zero: lowest compared OMol25 entry of this formula, charge and spin): 84.0 kcal per mole
* LUMO level (spin up / spin down): -3.402 / -8.491 eV
* total charge: +1
* frontier orbital gap (spin up / spin down): 0.3746 / 0.1854 hartree

Each line ends with the Mulliken charge.
Geometry (Å):
O: 0.8609 -1.4949 -1.0090  -0.478
C: 0.0645 -2.2065 -0.4288  0.221
C: -1.3983 -2.0254 -0.2685  -0.889
H: 0.4503 -3.2992 -0.4594  0.328
H: -2.1199 -2.8643 -0.5475  0.315
H: -1.8237 -2.1280 0.7737  0.283
H: -1.6159 -1.0935 -0.8061  0.257
N: 0.7537 1.9215 1.4060  -0.278
C: 0.0539 1.8351 0.1731  -0.097
N: 1.0229 1.5905 -1.0326  -0.313
H: 1.1297 1.0624 1.7274  0.297
H: 0.4355 2.5459 2.2132  0.315
H: -0.7370 2.5714 -0.0942  0.361
H: -0.3718 0.6882 0.2011  0.118
H: 1.4399 0.6869 -0.8184  0.257
H: 1.8554 2.2100 -1.0301  0.304



[3]
The following is a quantum chemistry calculation of C30H29BiBrCl3IN3O4SSi as an isolated structure at a distorted geometry, from the OMol25 dataset.

Results
* multiplicity: 1
* E: -6780.542011 Eh
* relative energy (zero: lowest compared OMol25 entry of this formula, charge and spin): 1.6 kcal per mole
* LUMO level: 3.549 eV
* total charge: -2
* frontier orbital gap: 0.1772 hartree

Each line ends with the Mulliken charge.
Geometry (Å):
Bi: -1.4419 1.2953 -0.3445  0.881
O: 1.5211 0.6280 5.2425  -0.954
C: 0.9436 -0.5177 5.3716  0.628
C: 0.9637 -1.2414 6.5979  -0.593
C: 0.3466 -2.4699 6.7340  -0.281
C: -0.3351 -3.0582 5.6695  -0.701
C: -0.3797 -2.3757 4.4589  -0.205
C: 0.2389 -1.1456 4.2932  -0.802
C: 0.1584 -0.4393 2.9555  0.432
O: 0.2137 0.9518 3.0550  -0.552
N: 1.2398 -0.9750 2.1089  -0.167
N: 1.5467 -0.3502 0.9786  0.228
C: 2.7007 -0.5658 0.4732  -0.492
C: 3.2036 0.0779 -0.7231  0.684
Br: 2.2247 1.5802 -1.3993  -0.123
C: 4.3531 -0.1953 -1.3479  -1.253
C: 5.1859 -1.3882 -1.1627  0.565
C: 6.5670 -1.2923 -1.3710  -0.665
C: 7.3885 -2.4017 -1.2583  -0.470
C: 6.8438 -3.6421 -0.9499  -0.349
C: 5.4718 -3.7541 -0.7638  -0.637
C: 4.6458 -2.6445 -0.8684  -0.097
H: 0.7876 1.1053 3.8756  0.400
H: 1.4803 -0.7856 7.4363  0.361
H: 0.3952 -2.9854 7.6889  0.314
H: -0.8255 -4.0177 5.7821  0.355
H: -0.9065 -2.8083 3.6117  0.445
H: -0.7851 -0.7091 2.4627  -0.008
H: 1.9863 -1.4453 2.6059  0.408
H: 3.4096 -1.2229 0.9791  0.444
H: 4.7109 0.5215 -2.0770  0.325
H: 6.9953 -0.3268 -1.6213  0.356
H: 8.4555 -2.3011 -1.4227  0.345
H: 7.4807 -4.5162 -0.8802  0.349
H: 5.0300 -4.7226 -0.5639  0.391
H: 3.5653 -2.7699 -0.8333  0.451
I: -1.6272 4.0901 -2.1797  -0.013
C: -2.1705 2.7473 -3.7074  0.183
C: -2.8240 3.2872 -4.7832  -0.518
C: -3.0102 2.5221 -5.9441  -0.664
C: -2.4661 1.2653 -6.0024  -0.741
C: -1.7888 0.7072 -4.9037  0.973
C: -1.1426 -0.5555 -5.0111  -1.347
C: -0.4355 -1.0759 -3.9827  -0.681
C: -0.4226 -0.4317 -2.7046  0.111
C: -1.1064 0.7796 -2.5354  0.282
C: -1.6869 1.4130 -3.6657  0.423
H: -3.1690 4.3124 -4.7483  0.368
H: -3.5325 2.9481 -6.7924  0.362
H: -2.5298 0.6783 -6.9132  0.342
H: -1.1924 -1.0789 -5.9607  0.280
H: 0.1072 -2.0057 -4.0746  0.477
H: 0.4960 -0.4601 -0.8626  -0.967
O: 2.3123 -2.7393 -1.8833  -0.638
S: 0.8008 -2.6907 -1.5872  -0.093
N: 0.3194 -1.0055 -1.6973  0.577
C: -5.3510 2.9718 0.7908  -1.701
C: -3.8271 2.8800 0.8964  1.876
C: -3.4439 2.1637 2.2001  -1.576
C: -3.2307 4.2932 0.9612  -1.629
O: -3.4048 2.2099 -0.2859  -0.558
H: -5.7715 3.5240 1.6374  0.386
H: -5.7697 1.9657 0.7680  0.287
H: -5.6205 3.4787 -0.1398  0.379
H: -3.9266 2.6612 3.0455  0.491
H: -2.3637 2.2093 2.3732  0.419
H: -3.7641 1.1250 2.1896  0.200
H: -3.5000 4.7772 1.9039  0.430
H: -3.5881 4.9044 0.1291  0.315
H: -2.1389 4.2363 0.9104  0.278
Cl: -2.5758 -2.7682 -0.0969  -0.307
Si: -3.1571 -0.8073 -0.4630  0.663
Cl: -4.8916 -0.7439 0.6973  -0.375
Cl: -3.9861 -0.8805 -2.3713  -0.310



[4]
The following is a quantum chemistry calculation of C21H25MgN6O2S4 as an isolated structure at a distorted geometry, from the OMol25 dataset.

Results
* multiplicity: 1
* E: -3087.342490 Eh
* relative energy (zero: lowest compared OMol25 entry of this formula, charge and spin): 14.2 kcal per mole
* LUMO level: 2.334 eV
* total charge: -1
* frontier orbital gap: 0.2051 hartree

Each line ends with the Mulliken charge.
Geometry (Å):
Mg: -0.4354 0.4626 -0.0545  1.074
S: -1.6164 2.5717 -0.5978  -0.544
S: -0.4862 4.2115 -0.0004  -0.144
S: 0.2622 4.0897 1.9445  -0.120
S: 1.9807 3.0569 1.9979  -0.491
O: -0.8490 -0.5448 -1.5352  0.105
C: -1.7177 -1.2605 -2.1685  0.330
C: -1.5698 -1.5044 -3.5570  -0.650
C: -2.4651 -2.2735 -4.2650  -0.682
C: -3.5610 -2.8547 -3.6237  -0.813
C: -3.7297 -2.6366 -2.2719  -0.717
C: -2.8462 -1.8426 -1.5321  0.545
C: -3.0729 -1.6091 -0.1087  0.311
N: -2.2624 -1.0276 0.7647  0.035
C: -2.8993 -1.0903 1.9870  -0.147
C: -4.1044 -1.6991 1.8587  -1.069
N: -4.2068 -2.0242 0.5259  -0.029
H: -0.7148 -1.0614 -4.0526  0.365
H: -2.3112 -2.4388 -5.3257  0.422
H: -4.2652 -3.4643 -4.1766  0.363
H: -4.5677 -3.1212 -1.7813  0.245
H: -2.4554 -0.7090 2.8920  0.235
H: -4.8745 -1.9273 2.5754  0.416
H: -4.9938 -2.4559 0.0829  0.157
C: 1.7879 2.1914 -1.6524  -0.370
C: 2.9369 2.4705 -2.6508  -0.889
N: 3.8377 1.3117 -2.7300  -0.216
C: 3.0903 0.1851 -3.2928  -0.924
C: 1.7910 -0.0617 -2.4853  -0.625
N: 1.7963 0.7634 -1.2608  0.467
C: 3.0487 0.5026 -0.5236  -0.421
C: 4.2628 0.9595 -1.3711  -0.833
H: 0.8154 2.4281 -2.0823  0.407
H: 1.9098 2.7774 -0.7446  0.008
H: 3.5234 3.3373 -2.3405  0.376
H: 2.5566 2.6663 -3.6566  0.253
H: 3.7457 -0.6895 -3.2740  0.280
H: 2.8678 0.4135 -4.3374  0.362
H: 1.6933 -1.1092 -2.1964  0.501
H: 0.9055 0.2131 -3.0516  0.249
H: 3.1006 -0.5709 -0.3132  0.447
H: 3.0002 1.0420 0.4207  0.003
H: 5.0153 0.1697 -1.4421  0.330
H: 4.7405 1.8394 -0.9362  0.306
N: 1.8597 -1.9020 4.5958  -0.323
C: 0.8626 -1.1413 5.1489  0.295
O: 0.5303 -1.2976 6.3114  -0.663
C: 0.1920 -0.1692 4.2538  0.663
C: -0.6547 0.7956 4.8233  -0.557
C: -1.3421 1.6480 4.0046  -0.745
C: -1.1679 1.5571 2.6151  -0.717
N: -0.3576 0.6445 2.0647  0.846
C: 0.3136 -0.1773 2.8839  -0.755
H: 2.3592 -2.4910 5.2383  0.245
H: 2.3538 -1.5847 3.7800  0.188
H: -0.7444 0.8285 5.9013  0.453
H: -2.0014 2.4069 4.4006  0.448
H: -1.8112 2.1023 1.9383  0.547
H: 0.9443 -0.9066 2.3833  0.167



[5]
The following is a quantum chemistry calculation of one molecule with the formula C4H8O3 at a distorted geometry, from the OMol25 dataset.

Results
* multiplicity: 1
* SMILES: C[C@H](O)CC(=O)O
* E: -382.940807 Eh
* relative energy (zero: lowest compared OMol25 entry of this formula, charge and spin): 15.1 kcal per mole
* LUMO level: 0.586 eV
* frontier orbital gap: 0.4065 hartree

Each line ends with the Mulliken charge.
Geometry (Å):
C: -1.8008 -0.3282 0.9215  -1.357
C: -0.7694 -0.0625 -0.1642  0.506
O: -0.8473 -1.1860 -1.0344  -0.570
C: 0.6466 -0.0368 0.4833  -0.783
C: 1.7823 0.5331 -0.3406  0.451
O: 2.8552 -0.0179 -0.4216  -0.561
O: 1.4915 1.6536 -1.0188  -0.434
H: -1.5041 -1.1793 1.5278  0.324
H: -1.8667 0.5740 1.5274  0.377
H: -2.7353 -0.6008 0.4314  0.358
H: -0.9131 0.8925 -0.6679  0.279
H: -0.1339 -1.2942 -1.6730  0.318
H: 0.9691 -1.0778 0.5498  0.345
H: 0.5985 0.3069 1.5183  0.397
H: 2.2273 1.8234 -1.6390  0.350



[6]
The following is a quantum chemistry calculation of C26H19Cl2F3NO2SSbTl as an isolated structure at a distorted geometry, from the OMol25 dataset.

Results
* multiplicity: 1
* E: -3237.983121 Eh
* relative energy (zero: lowest compared OMol25 entry of this formula, charge and spin): 43.9 kcal per mole
* LUMO level: -5.547 eV
* total charge: +1
* frontier orbital gap: 0.1957 hartree

Each line ends with the Mulliken charge.
Geometry (Å):
Tl: -2.6980 -0.1355 -1.9985  0.769
N: -4.3301 1.5183 -0.7841  -0.484
C: -3.4498 2.6156 -0.3212  -0.832
C: -2.0823 2.1258 0.1903  0.588
O: -1.4040 2.9247 0.8055  -0.636
O: -1.7409 0.9163 -0.1148  -0.206
H: -5.1502 1.9017 -1.2425  0.237
H: -4.6663 1.0051 0.0240  0.253
H: -3.9008 3.2180 0.4641  0.404
H: -3.2371 3.2736 -1.1645  0.282
Cl: -4.0471 -2.1772 -0.0649  -0.245
C: -3.2343 -3.4602 0.7686  0.479
C: -3.9142 -4.6441 0.9636  -0.645
C: -3.2969 -5.6702 1.6645  -0.509
C: -2.0459 -5.4588 2.2289  -0.610
C: -1.4080 -4.2367 2.0562  0.517
Cl: 0.0477 -3.9912 2.9707  -0.170
C: -1.9598 -3.2347 1.2497  -0.442
S: -1.2642 -1.6578 0.8337  0.313
H: -4.9136 -4.7570 0.5658  0.447
H: -3.8014 -6.6176 1.7983  0.400
H: -1.5718 -6.2228 2.8299  0.463
F: 6.8473 1.8368 1.4792  -0.317
C: 5.5133 1.7453 1.4198  0.364
C: 4.8581 0.9756 2.3604  -0.654
C: 3.4766 0.8708 2.2793  -0.563
C: 2.7700 1.5185 1.2628  0.036
C: 3.4612 2.3124 0.3488  0.178
C: 4.8435 2.4307 0.4253  -0.784
Sb: 0.6372 1.1951 1.1977  1.092
C: 1.1054 -0.6720 0.0609  -0.503
C: 0.5339 -1.9548 0.4570  0.541
C: 0.7192 -3.1131 -0.4139  -0.459
C: 1.5039 -2.9963 -1.5004  -0.051
F: 1.7017 -4.0326 -2.3101  -0.300
C: 2.1358 -1.7760 -1.8196  -0.600
C: 1.9003 -0.6327 -1.0672  -0.464
C: 0.3131 2.3256 -0.5904  -0.861
C: -0.1818 1.7648 -1.7663  -0.086
C: -0.5113 2.5579 -2.8547  -1.144
C: -0.3416 3.9241 -2.7480  0.291
F: -0.6451 4.6936 -3.8004  -0.360
C: 0.1203 4.5199 -1.5940  -0.900
C: 0.4361 3.7127 -0.5120  -0.048
H: 5.4232 0.4840 3.1422  0.439
H: 2.9522 0.2777 3.0236  0.371
H: 2.9325 2.8518 -0.4286  0.282
H: 5.4001 3.0511 -0.2659  0.459
H: 0.9166 -2.1920 1.4656  0.447
H: 0.2550 -4.0625 -0.1712  0.610
H: 2.8040 -1.7533 -2.6758  0.482
H: 2.3789 0.2975 -1.3496  0.516
H: -0.3037 0.6930 -1.8558  1.081
H: -0.8818 2.1329 -3.7800  0.527
H: 0.2287 5.5954 -1.5508  0.482
H: 0.7662 4.1827 0.4089  0.525



[7]
The following is a quantum chemistry calculation of an isolated ion of composition C4H7N and charge +1 at a distorted geometry, from the OMol25 dataset.

Results
* multiplicity: 2
* E: -210.933285 Eh
* relative energy (zero: lowest compared OMol25 entry of this formula, charge and spin): 76.7 kcal per mole
* LUMO level (spin up / spin down): -7.118 / -7.114 eV
* total charge: +1
* frontier orbital gap (spin up / spin down): 0.2620 / 0.3230 hartree

Each line ends with the Mulliken charge.
Geometry (Å):
N: -2.0932 0.8681 1.0914  -0.498
C: -0.6817 0.7498 0.9172  -0.364
C: -0.2864 -0.0723 -0.1792  0.153
C: 1.0408 -0.4205 -0.4270  0.017
C: 1.3917 -1.2383 -1.4411  -0.625
H: -2.2781 1.1669 2.0577  0.306
H: -0.9284 1.8296 0.5517  0.329
H: 0.0051 0.7300 1.7583  0.427
H: -1.0775 -0.4358 -0.8365  0.406
H: 1.8252 -0.0286 0.2167  0.301
H: 0.6510 -1.6557 -2.1138  0.264
H: 2.4314 -1.4932 -1.5954  0.284



[8]
The following is a quantum chemistry calculation of C20H45N2OP3RhS as an isolated structure at a distorted geometry, from the OMol25 dataset.

Results
* multiplicity: 5
* E: -2505.527390 Eh
* relative energy (zero: lowest compared OMol25 entry of this formula, charge and spin): 0.0 kcal per mole
* LUMO level (spin up / spin down): -8.197 / -12.111 eV
* total charge: +3
* frontier orbital gap (spin up / spin down): 0.2461 / 0.1732 hartree

Each line ends with the Mulliken charge.
Geometry (Å):
Rh: 0.5480 0.3242 -0.2829  0.077
P: 2.1293 -0.7714 1.0212  0.873
P: 1.5888 2.2885 -0.0493  0.867
P: -0.8356 -1.8026 -0.0213  0.789
H: 1.8535 1.9657 -2.8654  0.534
C: 0.9707 1.5747 -3.3725  -0.620
C: -0.1719 2.2512 -3.5729  -0.928
H: -0.4432 3.2486 -3.1958  0.449
C: 3.2676 -1.6174 -0.1286  -1.329
C: 3.2932 0.2067 2.0535  -1.314
C: 1.7374 -2.1139 2.2222  -1.066
C: 0.5453 3.4737 -0.9346  -1.204
C: 1.8506 3.1474 1.5589  -1.393
C: 3.2270 2.0686 -0.8236  -1.537
C: -2.4941 -1.7208 -0.7632  -1.348
C: -1.3607 -2.6430 1.5417  -1.239
C: -0.0308 -3.1873 -0.9134  -1.311
H: 1.1691 0.6999 -4.0176  0.431
H: -0.8042 1.9171 -4.4185  0.328
H: 4.0640 -2.1194 0.4374  0.443
H: 3.7124 -0.8857 -0.8110  0.361
H: 2.7150 -2.3597 -0.7142  0.339
H: 3.6823 -0.4038 2.8787  0.500
H: 2.8077 1.0700 2.5155  0.227
H: 4.1417 0.5570 1.4571  0.358
H: 1.5981 -3.0783 1.7219  0.369
H: 0.8423 -1.8774 2.8101  0.054
H: 2.5776 -2.2396 2.9201  0.616
H: 0.4073 4.3743 -0.3352  0.577
H: -0.4315 3.0238 -1.1576  0.228
H: 1.0223 3.7556 -1.8760  0.448
H: 2.7945 2.8634 2.0443  0.495
H: 1.0211 2.9376 2.2522  0.369
H: 1.8714 4.2342 1.3834  0.539
H: 3.5050 2.9798 -1.3623  0.511
H: 3.1969 1.2319 -1.5313  0.389
H: 3.9980 1.8554 -0.0729  0.378
H: -3.1660 -2.4225 -0.2552  0.677
H: -2.4515 -1.9793 -1.8261  0.298
H: -2.8995 -0.7143 -0.6210  0.276
H: -2.2382 -3.2666 1.3114  0.543
H: -1.6622 -1.9173 2.3094  0.163
H: -0.5864 -3.3031 1.9445  0.433
H: -0.7830 -3.9210 -1.2528  0.469
H: 0.6941 -3.7017 -0.2603  0.383
H: 0.4937 -2.7905 -1.7948  0.243
C: -2.8569 0.3835 -3.6043  0.660
C: -1.5992 0.0795 -3.0917  -0.404
C: -0.8101 -0.9162 -3.6723  0.188
C: -1.3809 -1.7504 -4.6587  -1.040
C: -2.7001 -1.5145 -5.0779  -0.545
C: -3.4315 -0.4235 -4.5918  -0.748
O: -3.4032 1.5316 -3.1049  -0.376
H: -4.2352 1.7192 -3.5393  0.399
H: -1.1983 0.7369 -2.3285  0.533
H: 0.2266 -1.0478 -3.4028  0.755
H: -0.8100 -2.5808 -5.0929  0.495
H: -3.1212 -2.1889 -5.8163  0.490
H: -4.4150 -0.1736 -4.9915  0.387
C: 0.1444 -0.1214 4.8825  -1.219
N: -0.0255 0.5563 3.6023  0.062
C: -1.1367 0.5465 2.8662  0.507
S: -1.1452 1.0637 1.1878  -0.321
N: -2.3173 0.1829 3.4423  -0.024
C: -2.6944 0.5717 4.8098  -1.055
H: -0.0837 0.5520 5.7241  0.367
H: 1.1951 -0.4135 4.9756  0.358
H: -0.4811 -1.0300 4.9562  0.453
H: 0.8276 0.8925 3.1251  -0.081
H: -3.0909 0.1415 2.7824  0.370
H: -3.7504 0.8613 4.8056  0.345
H: -2.5758 -0.2828 5.4808  0.357
H: -2.0976 1.4115 5.1794  0.344